Entry 1:
One molecule with the formula C4H8O2 at a distorted geometry, computed with the ωB97M-V functional and the def2-TZVPD basis.

Output
- E (eV) = -8371.5577
- energy above the lowest of the compared OMol25 structures with the same formula, charge and spin (eV) = 1.7240
- HOMO energy (eV) = -9.6
- structure (SMILES) = O[C@H]1CCOC1

The geometry in ORCA input format:
```
! wB97M-V def2-TZVPD RIJCOSX def2/J DEFGRID3
* xyz 0 1
O -1.008 1.031 -1.350
C -0.660 -0.208 -0.760
C 0.852 -0.409 -0.668
C 1.105 0.305 0.861
O -0.139 0.629 1.334
C -1.077 -0.234 0.714
H -0.714 1.718 -0.732
H -1.162 -0.979 -1.350
H 1.382 0.134 -1.453
H 1.120 -1.476 -0.742
H 1.771 1.159 0.862
H 1.621 -0.605 1.249
H -1.019 -1.251 1.132
H -2.073 0.178 0.888
*
```

---

Entry 2:
A 3-piece molecular cluster, C38H73BrIN5O14P3S overall at a distorted geometry, computed with the ωB97M-V functional and the def2-TZVPD basis.

Output
- E (eV) = -193542.3449
- HOMO energy (eV) = -10.1

The geometry in ORCA input format:
```
! wB97M-V def2-TZVPD RIJCOSX def2/J DEFGRID3
* xyz 1 1
C 2.162 1.042 2.986
C 2.557 -0.253 2.284
O 2.085 -0.215 0.950
C 1.826 -1.486 0.399
C 0.481 -1.396 -0.320
O -0.483 -0.845 0.587
C -1.714 -1.454 0.571
N -2.714 -0.794 -0.255
N -2.170 -0.435 -1.514
C -1.781 0.704 -1.696
S -1.288 2.151 -1.926
C -3.943 -1.629 -0.334
C -5.236 -0.792 -0.567
C -5.167 0.509 -1.377
C -5.018 1.848 -0.619
C -5.849 2.027 0.614
O -5.459 2.718 1.517
O -7.057 1.439 0.690
P -3.862 -2.728 -1.928
C -4.159 -1.728 -3.439
O -2.272 -3.233 -2.056
C -4.167 -2.597 0.918
C -4.322 -4.088 0.607
N -3.215 -4.894 0.117
N -3.465 -2.220 2.251
C -3.083 -3.390 3.126
C -1.999 -4.403 2.811
C -0.795 -4.229 2.130
C 0.125 -5.232 1.880
C -0.129 -6.523 2.325
C -1.299 -6.729 3.048
C -2.213 -5.708 3.300
C -3.416 -6.110 4.139
C -4.459 -1.437 3.102
C -5.593 -2.166 3.826
O -6.231 -3.218 3.100
C -5.301 -2.650 5.274
N -6.498 -2.441 6.085
C -2.287 -1.279 2.052
Br -0.934 -1.236 3.449
I -2.725 0.918 2.021
H 1.078 1.149 3.044
H 2.573 1.891 2.438
H 2.590 1.043 3.990
H 2.138 -1.083 2.866
H 3.651 -0.321 2.303
H 2.584 -1.756 -0.343
H 1.707 -2.258 1.169
H 0.217 -2.374 -0.733
H 0.575 -0.702 -1.160
H -1.587 -2.509 0.297
H -5.773 -0.592 0.363
H -5.892 -1.480 -1.120
H -4.441 0.535 -2.186
H -6.129 0.591 -1.895
H -5.381 2.613 -1.318
H -3.980 2.119 -0.454
H -7.527 1.914 1.393
H -4.138 -2.428 -4.278
H -5.174 -1.331 -3.387
H -3.477 -0.899 -3.627
H -2.100 -3.286 -3.005
H -5.213 -2.392 1.145
H -4.753 -4.616 1.465
H -5.147 -4.172 -0.107
H -3.080 -5.723 0.676
H -2.320 -4.436 0.050
H -3.987 -3.985 3.224
H -2.949 -3.049 4.155
H -0.517 -3.245 1.779
H 1.044 -5.042 1.340
H 0.539 -7.357 2.156
H -1.484 -7.733 3.413
H -4.302 -6.318 3.530
H -3.692 -5.280 4.795
H -3.189 -6.945 4.796
H -4.956 -0.702 2.478
H -3.887 -0.961 3.896
H -6.377 -1.417 4.007
H -6.670 -3.803 3.726
H -4.486 -2.037 5.670
H -4.996 -3.701 5.205
H -6.511 -3.082 6.867
H -7.343 -2.566 5.541
O 3.959 1.700 -5.346
P 3.820 0.232 -5.487
O 2.267 -0.039 -5.913
C 1.574 0.845 -6.793
C 1.449 0.241 -8.179
O 3.809 -0.268 -3.938
C 4.426 0.511 -2.911
C 3.370 1.230 -2.103
O 4.372 -1.231 -5.923
C 4.646 -1.499 -7.307
C 5.482 -0.418 -7.961
H 2.061 1.819 -6.852
H 0.580 0.999 -6.368
H 2.426 0.185 -8.666
H 0.795 0.847 -8.806
H 1.049 -0.773 -8.127
H 5.148 1.214 -3.326
H 4.978 -0.181 -2.270
H 2.745 1.859 -2.739
H 3.822 1.853 -1.332
H 2.707 0.511 -1.620
H 3.704 -1.651 -7.841
H 5.184 -2.445 -7.337
H 4.935 0.531 -8.008
H 5.750 -0.701 -8.978
H 6.394 -0.241 -7.390
O 6.213 5.750 0.115
P 5.245 6.106 1.178
O 6.123 6.441 2.508
C 7.379 7.115 2.423
C 7.246 8.562 2.858
O 4.618 4.656 1.578
C 4.620 3.577 0.646
C 5.702 2.582 1.011
O 3.874 6.806 1.699
C 3.733 8.231 1.613
C 4.104 8.778 0.250
H 7.797 7.063 1.417
H 8.065 6.592 3.091
H 6.655 9.130 2.135
H 8.227 9.033 2.933
H 6.744 8.633 3.823
H 4.743 3.938 -0.376
H 3.642 3.093 0.704
H 6.679 3.064 1.048
H 5.741 1.763 0.289
H 5.512 2.166 2.002
H 4.321 8.702 2.404
H 2.686 8.450 1.822
H 5.171 8.633 0.043
H 3.893 9.845 0.193
H 3.547 8.263 -0.534
*
```

---

Entry 3:
C42H39ClNP2Ru as an isolated structure at a distorted geometry, computed with the ωB97M-V functional and the def2-TZVPD basis.

Output
- E (eV) = -79329.5370
- expectation value of S² = 6.048
- HOMO energy (alpha / beta) (eV) = -16.6 / -16.4

The geometry in ORCA input format:
```
! wB97M-V def2-TZVPD RIJCOSX def2/J DEFGRID3
* xyz 3 5
Ru -1.481 0.027 0.023
Cl -3.742 0.825 0.274
P -1.088 -0.855 -1.916
P -0.727 0.934 1.974
C 0.532 -1.444 -2.507
C -1.530 0.384 -3.204
C -2.104 -2.377 -2.092
C -1.134 0.048 3.532
C 1.003 1.451 2.352
C -1.587 2.561 1.947
C 0.885 -2.799 -2.417
C 2.086 -3.251 -2.968
C 2.965 -2.348 -3.570
C 2.645 -0.988 -3.599
C 1.441 -0.534 -3.069
H 0.207 -3.517 -1.952
H 2.314 -4.319 -2.930
H 3.895 -2.710 -4.012
H 3.334 -0.275 -4.046
H 1.181 0.524 -3.115
C -1.999 -3.355 -1.090
C -2.905 -4.412 -1.050
C -3.858 -4.532 -2.066
C -3.909 -3.608 -3.117
C -3.058 -2.497 -3.113
H -1.222 -3.280 -0.322
H -2.847 -5.134 -0.236
H -4.578 -5.348 -2.032
H -4.622 -3.732 -3.938
H -3.125 -1.725 -3.882
C -1.255 0.101 -4.552
C -1.533 1.061 -5.527
C -2.103 2.289 -5.164
C -2.392 2.563 -3.828
C -2.100 1.615 -2.850
H -0.795 -0.853 -4.827
H -1.298 0.838 -6.568
H -2.320 3.030 -5.931
H -2.838 3.511 -3.533
H -2.337 1.826 -1.801
C 1.475 2.737 2.038
C 2.761 3.127 2.418
C 3.596 2.223 3.080
C 3.152 0.924 3.335
C 1.868 0.536 2.974
H 0.824 3.449 1.523
H 3.100 4.138 2.182
H 4.602 2.527 3.364
H 3.813 0.205 3.811
H 1.510 -0.469 3.193
C -1.656 -1.253 3.433
C -2.055 -1.938 4.574
C -1.845 -1.374 5.831
C -1.217 -0.133 5.952
C -0.865 0.582 4.806
H -1.757 -1.765 2.473
H -2.508 -2.918 4.431
H -2.158 -1.926 6.711
H -0.992 0.281 6.932
H -0.361 1.542 4.904
C -2.388 3.005 3.005
C -3.020 4.248 2.901
C -2.901 5.016 1.740
C -2.139 4.549 0.669
C -1.472 3.330 0.776
H -2.512 2.378 3.892
H -3.627 4.607 3.732
H -3.420 5.972 1.659
H -2.054 5.123 -0.253
H -0.872 2.959 -0.064
H -1.253 -1.417 0.656
H -2.750 -0.001 -0.957
N 2.034 -0.144 -0.112
C 3.346 -0.490 -0.030
C 3.704 -1.735 0.534
C 5.045 -2.072 0.662
C 6.048 -1.197 0.223
C 5.695 0.044 -0.337
C 4.355 0.407 -0.457
H 1.289 -0.747 0.227
H 1.744 0.766 -0.455
H 2.916 -2.410 0.870
H 5.313 -3.031 1.105
H 7.106 -1.461 0.344
H 6.462 0.743 -0.680
H 4.067 1.372 -0.893
*
```

---

Entry 4:
C5H10O2 as an isolated structure at a distorted geometry, computed with the ωB97M-V functional and the def2-TZVPD basis.

Output
- E (eV) = -9436.6803
- energy above the lowest of the compared OMol25 structures with the same formula, charge and spin (eV) = 6.3627
- HOMO energy (eV) = -8.2

The geometry in ORCA input format:
```
! wB97M-V def2-TZVPD RIJCOSX def2/J DEFGRID3
* xyz 0 1
C 1.214 -1.922 0.482
C -0.025 -1.351 -0.173
O -1.106 -1.334 0.539
C 0.546 0.580 -0.391
C -0.551 1.355 -0.864
C -0.540 2.026 0.490
O 0.477 1.095 0.925
H 1.032 -2.961 0.772
H 2.086 -1.898 -0.182
H 1.418 -1.352 1.392
H -0.174 -1.539 -1.250
H -1.791 -0.287 -0.002
H 1.496 0.346 -0.866
H -0.751 1.777 -1.850
H -1.729 0.457 -0.583
H -1.460 1.969 1.077
H -0.141 3.040 0.485
*
```